Arrangement 1

Density functional theory data (wB97M-V/def2-TZVPD) for a single C3H3F molecule.

## Properties
LUMO level (spin up / spin down): -0.67 / -0.82 eV
E_HOMO (spin up / spin down): -8.450 / -9.023 eV

CARTESIAN COORDINATES (ANGSTROEM)
C1 1.155 0.440 0.224
C2 -0.169 0.622 -0.081
C3 -1.170 -0.232 -0.015
F1 -2.422 0.166 0.054
H1 1.509 -0.452 -0.088
H2 -0.429 1.733 -0.356
H3 -1.133 -1.359 0.352


Arrangement 2

Density functional theory data (wB97M-V/def2-TZVPD) for 2 unconnected molecules or ions with the total composition C3H3F.

## Properties
LUMO level (spin up / spin down): -0.54 / -2.89 eV
E_HOMO (spin up / spin down): -10.777 / -9.390 eV

CARTESIAN COORDINATES (ANGSTROEM)
C1 -2.258 1.443 -1.068
C2 -2.276 1.649 -2.262
C3 0.253 -0.119 0.105
F1 -2.683 2.087 -3.421
H1 0.387 0.799 0.634
H2 0.615 -0.194 -0.900
H3 -0.292 -0.930 0.540


Q: Which of them is the most stable? A: arrangement 1.


Arrangement 1

Density functional theory data (wB97M-V/def2-TZVPD) for a gas-phase ion, C5H7N2 (charge +1).

## Properties
LUMO level (spin up / spin down): -7.01 / -7.01 eV
E_HOMO (spin up / spin down): -15.301 / -15.301 eV
Charge: +1

CARTESIAN COORDINATES (ANGSTROEM)
C1 -2.050 0.132 -0.436
C2 0.627 -0.177 0.296
C3 -0.018 1.218 0.266
C4 -1.647 -1.111 0.082
C5 1.967 -0.398 -0.080
N1 -0.101 -1.200 0.425
N2 -1.390 1.131 0.002
H1 -2.940 0.271 -0.865
H2 0.181 1.985 1.049
H3 0.295 1.516 -0.772
H4 -2.170 -2.056 0.555
H5 2.172 -1.409 -0.322
H6 2.810 -0.227 0.682
H7 2.264 0.324 -0.881


Arrangement 2

Density functional theory data (wB97M-V/def2-TZVPD) for a gas-phase ion, C5H7N2 (charge +1).

## Properties
LUMO level: -5.16 eV
E_HOMO: -14.755 eV
Charge: +1

CARTESIAN COORDINATES (ANGSTROEM)
C1 2.979 0.506 -0.643
C2 2.080 0.192 0.097
C3 -1.829 0.479 -0.186
C4 -0.584 -0.110 -0.773
C5 1.157 -0.589 0.800
N1 -2.150 0.097 0.949
N2 -0.036 -0.656 0.414
H1 3.684 0.818 -1.240
H2 -2.335 1.131 -0.941
H3 -0.697 -0.843 -1.516
H4 -0.133 0.774 -1.150
H5 1.534 -1.039 1.653
H6 -3.001 0.312 1.387
H7 -0.668 -1.072 1.149


Q: Which of them is the most stable? A: arrangement 2.


Arrangement 1

Density functional theory data (wB97M-V/def2-TZVPD) for 4 unconnected molecules or ions with the total composition C4H16O4.

## Properties
LUMO level: 0.15 eV
E_HOMO: -10.087 eV

CARTESIAN COORDINATES (ANGSTROEM)
C1 1.629 1.058 0.339
C2 0.176 0.949 0.613
C3 -0.662 0.585 -0.569
C4 -1.773 -0.338 -0.122
O1 0.147 0.112 -1.618
H1 1.724 1.715 -0.526
H2 2.092 0.021 0.096
H3 2.175 1.371 1.243
H4 -0.060 0.094 1.410
H5 -0.171 1.918 1.006
H6 -1.121 1.467 -1.087
H7 -2.493 -0.258 -0.828
H8 -1.324 -1.317 -0.097
H9 -2.224 -0.250 0.844
H10 0.813 -0.454 -1.289
H11 2.283 -1.790 0.666
H12 2.082 -2.254 1.842
O2 1.447 -2.097 1.008
H13 -0.907 -0.825 -3.342
H14 -0.523 -1.952 -2.417
O3 -0.515 -1.674 -3.393
H15 0.030 1.992 3.742
H16 -0.930 1.028 3.047
O4 -0.786 1.906 3.269


Arrangement 2

Density functional theory data (wB97M-V/def2-TZVPD) for a molecular structure, C4H16O4.

## Properties
LUMO level: 0.42 eV
E_HOMO: -9.496 eV

CARTESIAN COORDINATES (ANGSTROEM)
C1 0.446 -2.207 -0.768
C2 -0.892 -1.623 -0.354
O1 -1.637 -2.715 0.292
H1 0.283 -3.070 -1.412
H2 0.994 -2.517 0.122
H3 1.074 -1.418 -1.183
H4 -1.590 -1.223 -1.091
H5 -0.914 -0.717 0.253
H6 -1.966 -3.210 -0.462
C3 0.422 2.346 1.063
C4 0.942 1.704 -0.294
O2 0.809 0.258 -0.302
H7 -0.624 2.630 0.948
H8 0.836 3.319 1.328
H9 0.583 1.718 1.940
H10 2.019 1.850 -0.377
H11 0.342 2.185 -1.066
H12 1.520 -0.061 -0.862
O3 0.376 -0.349 1.616
H13 -0.280 0.182 2.069
H14 0.450 0.049 0.749
O4 -1.021 0.863 -1.113
H15 -0.364 0.811 -0.419
H16 -1.805 1.197 -0.678


Arrangement 3

Density functional theory data (wB97M-V/def2-TZVPD) for 4 unconnected molecules or ions with the total composition C4H16O4.

## Properties
LUMO level: 0.43 eV
E_HOMO: -10.670 eV

CARTESIAN COORDINATES (ANGSTROEM)
C1 0.864 2.215 0.877
C2 0.220 0.863 0.682
C3 0.003 0.468 -0.777
C4 -1.274 -0.290 -1.060
O1 1.074 -0.449 -1.193
H1 0.184 3.044 0.705
H2 1.701 2.302 0.170
H3 1.351 2.325 1.846
H4 0.731 0.062 1.218
H5 -0.780 0.792 1.136
H6 0.082 1.297 -1.486
H7 -1.296 -0.696 -2.070
H8 -1.352 -1.129 -0.367
H9 -2.134 0.368 -0.932
H10 1.913 -0.200 -0.804
H11 1.702 -2.172 2.291
H12 0.912 -3.434 2.321
O2 1.749 -3.065 2.648
H13 0.975 -1.642 -2.681
H14 1.885 -1.679 -3.839
O3 1.104 -2.134 -3.517
H15 -2.829 2.920 2.341
H16 -4.406 2.834 2.312
O4 -3.593 2.524 1.923


Arrangement 4

Density functional theory data (wB97M-V/def2-TZVPD) for 4 unconnected molecules or ions with the total composition C4H16O4.

## Properties
LUMO level: 0.65 eV
E_HOMO: -10.272 eV

CARTESIAN COORDINATES (ANGSTROEM)
C1 1.879 -3.641 -0.701
O1 2.125 -5.023 -0.992
H1 0.820 -3.457 -0.901
H2 2.218 -3.360 0.289
H3 2.455 -3.016 -1.398
H4 2.060 -5.152 -1.938
C2 0.223 0.082 -1.240
O2 -1.024 -0.355 -0.762
H5 0.989 -0.651 -0.961
H6 0.253 0.270 -2.311
H7 0.558 1.036 -0.806
H8 -1.114 -0.191 0.177
C3 2.892 3.486 0.052
O3 2.985 3.092 1.415
H9 3.693 3.045 -0.553
H10 1.957 3.197 -0.424
H11 2.967 4.574 -0.046
H12 3.634 3.683 1.806
C4 -4.607 0.551 1.572
O4 -5.612 -0.322 1.078
H13 -3.837 0.625 0.803
H14 -4.999 1.552 1.759
H15 -4.114 0.166 2.469
H16 -6.400 -0.190 1.612


Q: Which of them is the most stable? A: arrangement 3.


Arrangement 1

Density functional theory data (wB97M-V/def2-TZVPD) for a molecular structure, H12LiO6.

## Properties
LUMO level: -3.24 eV
E_HOMO: -14.756 eV
Charge: +1

CARTESIAN COORDINATES (ANGSTROEM)
Li1 0.292 0.066 0.452
O1 -0.811 -1.230 -2.497
H1 -0.519 -1.624 -3.310
H2 -0.250 -0.563 -2.329
O2 1.783 -0.798 -0.565
H3 2.093 -0.180 -1.264
H4 2.362 -1.507 -0.891
O3 -0.363 1.387 -1.270
H5 0.017 2.205 -1.058
H6 -1.015 1.523 -2.002
O4 0.073 2.093 1.977
H7 -0.821 2.239 2.551
H8 0.883 2.352 2.375
O5 -1.814 -0.592 0.324
H9 -2.505 -0.730 1.048
H10 -2.277 -0.205 -0.500
O6 0.862 -1.240 2.123
H11 0.258 -1.808 2.528
H12 1.746 -1.389 2.312


Arrangement 2

Density functional theory data (wB97M-V/def2-TZVPD) for a molecular structure, H12LiO6.

## Properties
LUMO level: -2.97 eV
E_HOMO: -15.415 eV
Charge: +1

CARTESIAN COORDINATES (ANGSTROEM)
Li1 27.668 -25.455 -22.363
O1 28.332 -26.890 -23.904
H1 29.118 -26.765 -24.464
H2 28.405 -27.760 -24.035
O2 27.333 -23.948 -20.837
H3 26.658 -23.685 -20.164
H4 27.486 -23.116 -21.082
O3 28.103 -23.738 -23.803
H5 28.761 -23.326 -24.388
H6 27.279 -23.609 -24.221
O4 29.795 -25.403 -21.889
H7 30.141 -24.691 -21.279
H8 30.219 -25.949 -21.327
O5 27.138 -27.169 -21.096
H9 27.200 -27.349 -20.192
H10 26.888 -28.105 -21.207
O6 25.479 -25.494 -23.106
H11 24.997 -25.360 -23.864
H12 25.244 -26.319 -23.157


Q: Which of them is the most stable? A: arrangement 1.


Arrangement 1

Density functional theory data (wB97M-V/def2-TZVPD) for a single C3H6N4S molecule.

## Properties
LUMO level: 0.50 eV
E_HOMO: -8.180 eV

CARTESIAN COORDINATES (ANGSTROEM)
C1 2.431 -0.396 -0.018
C2 0.979 -0.696 0.002
C3 -1.277 -0.368 -0.008
H1 2.734 0.197 0.884
H2 2.994 -1.314 -0.029
H3 2.711 0.193 -0.908
H4 -1.493 -2.455 -0.051
H5 -2.490 1.075 -0.056
H6 0.157 2.197 1.245
N1 0.467 -1.871 0.011
N2 -0.885 -1.686 0.042
N3 -2.464 0.077 -0.020
N4 -0.017 0.283 -0.003
S1 0.180 1.953 -0.072


Arrangement 2

Density functional theory data (wB97M-V/def2-TZVPD) for a single C3H6N4S molecule.

## Properties
LUMO level: -0.01 eV
E_HOMO: -8.838 eV

CARTESIAN COORDINATES (ANGSTROEM)
C1 -0.171 -0.094 0.942
C2 0.006 1.104 -1.087
C3 0.643 -1.146 -1.274
H1 -1.403 -1.305 0.118
H2 -1.716 -1.189 2.042
H3 0.118 0.590 2.538
H4 0.001 0.952 -2.177
H5 0.636 2.581 0.447
H6 1.128 -0.766 -2.287
N1 -1.309 -0.852 1.109
N2 0.651 0.691 1.605
N3 0.169 -0.195 -0.489
N4 0.272 2.312 -0.594
S1 0.976 -2.685 -0.892


Q: Which of them is the most stable? A: arrangement 1.